# 1
Computed, not measured: a structure of composition C7H8N2S in a non-equilibrium geometry, with the ωB97M-V functional and the def2-TZVPD basis.

CARTESIAN COORDINATES (ANGSTROEM)
C (1.370, 0.588, 0.274)
C (-0.008, 0.203, 0.205)
C (2.121, -0.596, -0.047)
C (-1.238, 0.905, 0.097)
C (-2.254, 0.048, -0.092)
C (3.634, -0.589, -0.007)
C (-3.655, 0.437, -0.176)
N (1.565, -1.731, -0.355)
N (-0.204, -1.130, -0.017)
S (-1.713, -1.608, -0.289)
H (1.597, 1.616, 0.595)
H (-1.282, 1.989, 0.219)
H (3.952, 0.357, 0.153)
H (4.006, -1.020, 0.951)
H (4.175, -1.040, -0.889)
H (-3.881, 0.967, -1.066)
H (-3.886, 1.003, 0.596)
H (-4.299, -0.399, -0.152)

Cartesian forces, eV/Å:
C -1.8 -1.2 -0.2
C 1.4 -1.0 -0.9
C 0.1 1.4 0.4
C 0.7 0.2 0.9
C 0.2 -0.4 -0.6
C 0.2 -3.2 0.1
C 0.4 -2.3 -2.7
N -3.0 1.0 0.6
N 5.5 0.7 0.2
S -1.6 0.6 -0.2
H 0.6 -0.9 -0.4
H -0.3 -0.4 -0.1
H 0.8 3.4 -0.2
H -0.4 -0.6 -0.8
H -0.8 0.4 1.0
H -0.1 0.6 -1.0
H -1.2 2.8 3.7
H -0.8 -1.1 0.0

Calculated values
Electronic energy = -779.10282 hartree

=====

# 2
Computed, not measured: the molecule C7H7FN2 in a non-equilibrium geometry, with the ωB97M-V functional and the def2-TZVPD basis.

CARTESIAN COORDINATES (ANGSTROEM)
C (0.518, -0.166, -1.742)
C (0.638, 0.125, -0.249)
C (2.010, 0.399, 0.194)
N (3.047, 0.677, 0.615)
C (-0.088, 1.361, 0.181)
C (-1.276, 1.189, 0.753)
N (-2.040, 0.039, 0.799)
C (-1.459, -1.048, 0.582)
C (0.034, -1.126, 0.627)
F (0.370, -0.957, 1.978)
H (-0.502, -0.464, -1.759)
H (0.932, -1.157, -1.913)
H (0.889, 0.671, -2.252)
H (0.437, 2.390, 0.094)
H (-1.900, 2.011, 1.278)
H (-2.013, -1.938, 0.557)
H (0.404, -2.007, 0.258)

Cartesian forces, eV/Å:
C -0.2 -2.1 2.5
C 0.4 -1.0 1.6
C 0.8 -0.4 0.4
N -0.5 -0.2 -0.4
C 0.0 1.7 0.1
C -1.6 3.3 1.7
N -0.7 -0.2 -0.8
C 1.1 -0.1 0.6
C 0.1 3.9 -0.1
F 0.2 -0.3 -0.7
H -1.5 0.8 -1.2
H 1.1 0.4 -0.5
H 0.1 0.7 -1.4
H -1.1 -2.0 0.2
H 1.6 -0.9 -1.2
H -0.8 -1.3 -0.1
H 1.2 -2.3 -0.6

Calculated values
Electronic energy = -480.22433 hartree
SMILES string = C[C@@]1(C#N)C=CN=C[C@@H]1F

=====

# 3
Computed, not measured: a cluster of 2 separate species, C2HNO2S in total in a non-equilibrium geometry, with the ωB97M-V functional and the def2-TZVPD basis.

CARTESIAN COORDINATES (ANGSTROEM)
C (-0.985, -0.685, 0.224)
C (2.604, -1.977, -2.980)
N (-0.669, -1.132, -0.832)
O (0.604, -1.028, -2.754)
O (3.175, -0.950, -2.962)
S (-0.441, -1.905, -2.150)
H (-0.366, -0.646, 1.096)

Cartesian forces, eV/Å:
C 0.0 1.0 -0.3
C 3.0 4.0 0.0
N -1.3 -0.9 2.0
O -0.9 -0.4 -1.3
O -2.0 -4.2 -0.1
S 1.2 0.7 -1.0
H 0.0 -0.2 0.7

Calculated values
Electronic energy = -680.08190 hartree